79
Properties=species:S:1:pos:R:3:lowdin_spin:R:1 method="wB97M-V/def2-TZVPD" multiplicity=5 energy_ha=-4239.1189 homo_ev="-5.7135 / -7.9343" fmax_ev_per_a=3.5 gap_ev="5.79 / 5.97"
Ir -1.507 0.526 -1.207 1.557
Cl 2.240 4.684 -5.497 0.034
C 1.246 3.426 -4.835 0.112
C 0.589 2.605 -5.776 0.079
Cl 1.055 2.590 -7.447 0.019
C -0.225 1.646 -5.248 0.072
Cl -0.902 0.371 -6.248 0.012
C -0.558 1.558 -3.871 0.147
O -1.446 0.794 -3.459 0.313
C 0.187 2.414 -2.875 0.114
O -0.061 2.256 -1.647 0.191
C 1.002 3.430 -3.432 0.019
Cl 1.594 4.558 -2.317 0.001
C -3.680 -1.329 -1.961 -0.004
C -2.635 -1.019 -0.924 0.002
O -2.494 -1.645 0.141 0.047
H -4.042 -2.324 -1.798 -0.001
H -3.191 -1.306 -2.951 0.000
H -4.520 -0.598 -1.957 0.000
C -2.237 -1.323 3.299 0.002
O -1.248 -0.354 2.888 0.015
C -0.393 0.084 3.754 0.016
C -0.014 -0.574 4.911 -0.005
C 0.953 0.010 5.795 0.034
C 1.569 1.150 5.413 0.000
C 1.212 1.824 4.263 0.033
C 0.194 1.318 3.459 0.003
N -0.157 2.069 2.356 0.131
C -1.222 2.091 1.503 0.369
C -2.605 1.873 1.747 0.038
C -3.192 1.807 3.072 0.097
C -4.556 1.674 3.087 0.002
C -5.382 1.505 1.960 0.129
C -4.798 1.555 0.668 -0.008
C -3.428 1.822 0.599 0.113
O -2.872 1.867 -0.669 0.186
H -2.957 -1.379 2.537 0.000
H -2.742 -0.995 4.223 0.000
H -1.829 -2.371 3.338 0.000
H -0.473 -1.501 5.236 -0.001
H 1.245 -0.668 6.571 0.002
H 2.320 1.575 6.131 -0.001
H 1.746 2.711 3.971 0.002
H 0.657 2.645 2.079 0.003
H -1.007 2.533 0.588 0.021
H -2.456 1.822 3.877 0.006
H -5.010 1.672 3.999 -0.003
H -6.473 1.367 2.076 0.008
H -5.314 1.196 -0.216 -0.003
O 0.212 -0.684 -0.896 0.072
S 1.344 -0.302 0.047 0.012
C 1.520 -1.423 1.405 0.002
C 1.412 -2.914 1.073 0.000
C 0.152 -3.497 0.962 0.000
C 0.114 -4.864 0.653 0.000
C 1.292 -5.596 0.553 0.000
C 2.549 -4.964 0.764 0.000
C 2.606 -3.625 0.941 0.000
C 2.875 -0.720 -0.900 0.002
C 2.958 0.041 -2.169 0.002
C 3.688 1.186 -2.243 0.000
C 4.062 1.767 -3.505 0.001
C 3.667 1.127 -4.659 0.000
C 2.882 -0.020 -4.645 0.001
C 2.615 -0.596 -3.383 0.002
H 0.835 -1.169 2.179 0.000
H 2.467 -1.195 1.883 0.000
H -0.751 -2.962 1.093 0.000
H -0.846 -5.329 0.316 0.000
H 1.141 -6.700 0.345 0.000
H 3.469 -5.510 0.687 0.000
H 3.539 -3.104 1.033 0.000
H 2.811 -1.819 -1.001 0.000
H 3.669 -0.407 -0.195 0.000
H 4.089 1.637 -1.338 0.000
H 4.660 2.669 -3.598 0.000
H 4.015 1.464 -5.647 0.000
H 2.725 -0.606 -5.550 0.000
H 2.047 -1.528 -3.410 0.000